1.
C3H8O2 | ωB97M-V with the def2-TZVPD basis set

Each atom is followed by the atoms it is bonded to, with distances in Å.
Cartesian coordinates (Å):
1 C 0.74473 -1.04148 0.40560  C2 1.321, H5 1.085, H6 1.081
2 C -0.26452 -0.61110 -0.32932  C1 1.321, O3 1.358, C4 1.490
3 O -0.19609 -0.46767 -1.67800  C2 1.358, H7 0.970
4 C -1.61094 -0.24533 0.19253  C2 1.490, H8 1.088, H9 1.089, H10 1.088
5 H 0.63946 -1.18572 1.47578  C1 1.085
6 H 1.69069 -1.37963 0.00662  C1 1.081
7 H 0.67628 -0.76661 -1.97956  O3 0.970
8 H -1.75369 -0.65774 1.18952  C4 1.088
9 H -1.72597 0.83361 0.27939  C4 1.089
10 H -2.35032 -0.62556 -0.51000  C4 1.088
11 H 1.83054 2.59636 -0.02952  O13 0.962
12 H 1.19426 1.29496 0.44821  O13 0.967
13 O 1.12556 2.25591 0.52874  H11 0.962, H12 0.967

Properties
**SMILES string**: C=C(C)O.O
**Strongest force on any atom**: 0.024 Eh/bohr
**Charge**: 0
**Relative energy (zero: lowest compared OMol25 entry of this formula, charge and spin)**: 0.899 eV
**Energy**: -7335.1515 eV
**HOMO energy**: -9.246 eV



2.
C3H8O2 | ωB97M-V with the def2-TZVPD basis set

Each atom is followed by the atoms it is bonded to, with distances in Å.
Cartesian coordinates (Å):
1 O -0.86798 1.09927 0.99686  C2 1.429, H6 0.967
2 C -1.28509 0.00143 0.18299  O1 1.429, C3 1.542, H7 1.094, H8 1.099
3 C -0.15555 -0.56327 -0.70152  C2 1.542, C4 1.530, H9 1.096, H10 1.100
4 C 1.24240 -0.28810 -0.14397  C3 1.530, O5 1.410, H11 1.105, H12 1.094
5 O 1.60876 1.06627 -0.28257  C4 1.410, H13 0.971
6 H -0.41729 0.73345 1.76978  O1 0.967
7 H -2.10073 0.39312 -0.43203  C2 1.094
8 H -1.70707 -0.78538 0.82414  C2 1.099
9 H -0.18083 -0.09784 -1.69385  C3 1.096
10 H -0.30934 -1.64496 -0.82571  C3 1.100
11 H 1.31736 -0.61622 0.90895  C4 1.105
12 H 1.97957 -0.87351 -0.70167  C4 1.094
13 H 0.87580 1.57574 0.09859  O5 0.971

Properties
**SMILES string**: OCCCO
**Strongest force on any atom**: 0.009 Eh/bohr
**Charge**: 0
**Relative energy (zero: lowest compared OMol25 entry of this formula, charge and spin)**: 0.904 eV
**Energy**: -7335.1466 eV
**HOMO energy**: -10.175 eV



3.
C3H8O2 | ωB97M-V with the def2-TZVPD basis set

Each atom is followed by the atoms it is bonded to, with distances in Å.
Cartesian coordinates (Å):
1 O 1.04414 0.05099 0.13111  C2 1.206
2 C -0.12537 -0.14751 -0.08566  O1 1.206, C4 1.521, H5 1.117
3 C -0.26998 -1.67873 1.82456  C4 1.500, H6 1.103, H7 1.103, H8 1.103
4 C -0.97750 -0.57102 1.10087  C2 1.521, C3 1.500, H9 1.107, H10 1.107
5 H -0.70134 -0.04240 -1.03693  C2 1.117
6 H -0.34561 -2.58331 1.19797  C3 1.103
7 H -0.73078 -1.88981 2.80421  C3 1.103
8 H 0.79706 -1.44685 1.98032  C3 1.103
9 H -1.91977 -0.92668 0.64143  C4 1.107
10 H -1.21798 0.31541 1.71881  C4 1.107
11 O 1.82518 2.91735 -3.62630  H12 0.984, H13 0.984
12 H 1.29948 2.24655 -3.13444  O11 0.984
13 H 1.32250 3.75604 -3.51595  O11 0.984

Properties
**SMILES string**: CCC=O.O
**Strongest force on any atom**: 0.036 Eh/bohr
**Charge**: 0
**Relative energy (zero: lowest compared OMol25 entry of this formula, charge and spin)**: 1.117 eV
**Energy**: -7334.9335 eV
**HOMO energy**: -10.007 eV



4.
C3H8O2 | ωB97M-V with the def2-TZVPD basis set

Each atom is followed by the atoms it is bonded to, with distances in Å.
Cartesian coordinates (Å):
1 O 1.78023 0.57052 1.02731  C2 1.189
2 C 1.69903 -0.52268 1.48702  O1 1.189, H3 1.125, H4 1.114
3 H 2.01416 -0.66647 2.55742  C2 1.125
4 H 1.31344 -1.45430 1.01325  C2 1.114
5 C -1.13697 -0.19906 -0.18884  O6 1.485, C7 1.510, H8 1.093, H9 1.094
6 O -0.48849 -1.39527 -0.78413  C5 1.485, H10 0.966
7 C -0.61775 1.08673 -0.78584  C5 1.510, H11 1.098, H12 1.094, H13 1.104
8 H -0.93313 -0.25538 0.88319  C5 1.093
9 H -2.20891 -0.31918 -0.37393  C5 1.094
10 H -0.23170 -1.13382 -1.67800  O6 0.966
11 H 0.25131 1.56566 -0.31605  C7 1.098
12 H -1.27255 1.91014 -1.08532  C7 1.094
13 H -0.16866 0.81310 -1.75608  C7 1.104

Properties
**Strongest force on any atom**: 0.047 Eh/bohr
**Charge**: +1
**2S+1**: 2
**Relative energy (zero: lowest compared OMol25 entry of this formula, charge and spin)**: 2.805 eV
**Energy**: -7323.7842 eV
**HOMO energy (spin up / spin down)**: -16.581 / -14.790 eV



5.
C3H8O2S | ωB97M-V with the def2-TZVPD basis set

Each atom is followed by the atoms it is bonded to, with distances in Å.
Cartesian coordinates (Å):
1 C 1.04199 1.66726 0.85770  S6 1.648, H7 1.149, H8 1.074
2 C 0.67240 -1.99581 -0.79858  O5 1.372, H9 1.132, H10 1.243, H11 1.044
3 C -1.66270 0.84580 0.56084  S6 1.812, H12 1.041, H13 1.118, H14 1.013
4 O 0.01178 0.94003 -1.46456  S6 1.493
5 O 0.12997 -1.34130 0.27818  C2 1.372, S6 2.028
6 S 0.05146 0.66592 0.00295  C1 1.648, C3 1.812, O4 1.493, O5 2.028
7 H 1.83689 2.22449 0.24312  C1 1.149
8 H 1.35566 1.15209 1.74613  C1 1.074
9 H -0.22796 -2.62214 -1.07883  C2 1.132
10 H 1.67338 -2.66807 -0.49657  C2 1.243
11 H 0.79335 -1.45653 -1.68468  C2 1.044
12 H -1.49529 0.95490 1.58200  C3 1.041
13 H -2.03750 1.65693 -0.11178  C3 1.118
14 H -2.14343 -0.02357 0.36408  C3 1.013

Properties
**SMILES string**: C=[S@@](C)(=O)OC
**Strongest force on any atom**: 0.081 Eh/bohr
**Charge**: 0
**Relative energy (zero: lowest compared OMol25 entry of this formula, charge and spin)**: 5.479 eV
**Energy**: -18165.7655 eV
**HOMO energy (spin up / spin down)**: -8.827 / -8.827 eV



6.
C3H8O2S | ωB97M-V with the def2-TZVPD basis set

Each atom is followed by the atoms it is bonded to, with distances in Å.
Cartesian coordinates (Å):
1 C -1.66977 1.26288 0.02162  S2 1.754, H4 1.164, H5 1.075, H6 1.079
2 S -1.94609 -0.28137 -0.76285  C1 1.754, C3 1.794
3 C -1.15530 -1.52556 0.25882  S2 1.794, H7 1.154, H8 1.076, H9 1.108
4 H -2.42958 1.60212 0.83508  C1 1.164
5 H -0.68681 1.30160 0.45389  C1 1.075
6 H -1.68488 1.94061 -0.81829  C1 1.079
7 H -1.21368 -2.44990 -0.42990  C3 1.154
8 H -1.81847 -1.65038 1.09741  C3 1.076
9 H -0.12115 -1.31342 0.59431  C3 1.108
10 O 4.04838 0.18290 0.01525  C11 1.292
11 C 2.79903 -0.12930 -0.09339  O10 1.292, O12 1.337, H13 1.083
12 O 1.85633 0.76834 0.21110  C11 1.337, H14 0.962
13 H 2.48287 -0.89681 -0.78887  C11 1.083
14 H 1.53914 1.18829 -0.59418  O12 0.962

Properties
**SMILES string**: O=CO.CSC
**Strongest force on any atom**: 0.147 Eh/bohr
**Charge**: 0
**Relative energy (zero: lowest compared OMol25 entry of this formula, charge and spin)**: 1.882 eV
**Energy**: -18169.3626 eV
**HOMO energy**: -8.674 eV



7.
C3H8O2S | ωB97M-V with the def2-TZVPD basis set

Each atom is followed by the atoms it is bonded to, with distances in Å.
Cartesian coordinates (Å):
1 C 0.60749 -2.56017 1.80100  C2 1.539, H4 1.082, H5 1.094, H6 1.088
2 C 0.35215 -1.19479 1.13728  C1 1.539, S3 1.783, H7 1.092, H8 1.095
3 S -1.32494 -0.59612 1.22623  C2 1.783, H9 1.354
4 H -0.31710 -3.10399 1.94009  C1 1.082
5 H 1.27609 -3.08466 1.11246  C1 1.094
6 H 1.20376 -2.39927 2.69719  C1 1.088
7 H 0.69583 -1.16780 0.10096  C2 1.092
8 H 0.98945 -0.38876 1.51499  C2 1.095
9 H -1.93424 -1.69216 0.71554  S3 1.354
10 O 1.03075 0.94719 -1.35864  C11 1.192
11 C 0.72716 2.07801 -1.58240  O10 1.192, O12 1.344, H13 1.103
12 O -0.05644 2.46366 -2.60418  C11 1.344, H14 0.972
13 H 0.83884 2.99041 -0.97205  C11 1.103
14 H -0.30735 1.66452 -3.09825  O12 0.972

Properties
**SMILES string**: O=CO.CCS
**Strongest force on any atom**: 0.031 Eh/bohr
**Charge**: 0
**Relative energy (zero: lowest compared OMol25 entry of this formula, charge and spin)**: 0.609 eV
**Energy**: -18170.6360 eV
**HOMO energy**: -8.779 eV



8.
C3H8O2S2 | ωB97M-V with the def2-TZVPD basis set

Each atom is followed by the atoms it is bonded to, with distances in Å.
Cartesian coordinates (Å):
1 C 0.12381 -1.72531 0.45809  C2 1.525, C4 1.545, H7 1.156, H8 1.131
2 C 1.26161 -2.62598 0.92607  C1 1.525, O3 1.185, H9 1.066
3 O 1.57716 -3.55198 0.25816  C2 1.185
4 C -0.48817 -1.05130 1.70602  C1 1.545, S5 1.842, H10 1.155, H11 1.112
5 S -2.20168 -0.37902 1.64590  C4 1.842, S6 2.066
6 S -1.67950 1.61997 1.65636  S5 2.066, H12 1.382
7 H 0.53420 -0.85478 -0.18156  C1 1.156
8 H -0.70951 -2.15263 -0.17561  C1 1.131
9 H 1.42666 -2.55089 1.97691  C2 1.066
10 H -0.66421 -1.92151 2.44432  C4 1.155
11 H 0.13597 -0.22277 2.10579  C4 1.112
12 H -1.55816 2.12178 0.37392  S6 1.382
13 H 0.87566 3.90122 -5.01308  O15 0.967
14 H 0.28959 4.91478 -3.91786  O15 0.964
15 O 1.07656 4.47843 -4.26343  H13 0.967, H14 0.964

Properties
**SMILES string**: O=CCCSS.O
**Strongest force on any atom**: 0.070 Eh/bohr
**Charge**: 0
**Relative energy (zero: lowest compared OMol25 entry of this formula, charge and spin)**: 2.020 eV
**Energy**: -29004.8287 eV
**HOMO energy**: -9.442 eV



9.
C3H8O3 | ωB97M-V with the def2-TZVPD basis set

Each atom is followed by the atoms it is bonded to, with distances in Å.
Cartesian coordinates (Å):
1 O -2.20674 1.49568 -0.60163  C3 1.220
2 O -1.54332 1.97087 -2.69598  C3 1.359, H6 0.996
3 C -1.33977 1.44509 -1.45919  O1 1.220, O2 1.359, C5 1.477
4 C 0.00000 0.00000 0.00000  C5 1.470, H7 1.103, H8 1.103, H9 1.103
5 C -0.06590 0.71887 -1.28086  C3 1.477, C4 1.470, H10 1.107, H11 1.107
6 H -2.40536 2.46912 -2.67053  O2 0.996
7 H 0.96984 -0.50949 0.12821  C4 1.103
8 H -0.80690 -0.73804 0.14425  C4 1.103
9 H -0.09324 0.77921 0.77508  C4 1.103
10 H 0.73112 1.46564 -1.46133  C5 1.107
11 H -0.00432 -0.03997 -2.08449  C5 1.107
12 O -4.90682 4.28163 -2.58922  H13 0.984, H14 0.984
13 H -5.13574 5.01943 -3.19875  O12 0.984
14 H -5.60208 4.30990 -1.89347  O12 0.984

Properties
**SMILES string**: CCC(=O)O.O
**Strongest force on any atom**: 0.048 Eh/bohr
**Charge**: 0
**Relative energy (zero: lowest compared OMol25 entry of this formula, charge and spin)**: 0.234 eV
**Energy**: -9383.5680 eV
**HOMO energy**: -10.274 eV



Look up the strongest force on any atom of the fifth one. 0.081 Eh/bohr



Look up the relative energy (zero: lowest compared OMol25 entry of this formula, charge and spin) of the third one. 1.117 eV



What is the charge in the sixth record? 0